C7H20O9V | the ωB97M-V functional and the def2-TZVPD basis

Element x y z (Å)
1 O -1.530 0.218 1.193
2 V -1.022 -0.174 2.658
3 O 0.371 -0.915 2.582
4 C -2.515 0.470 4.799
5 O -3.087 0.947 5.751
6 O -2.952 0.643 3.680
7 O -1.448 -0.162 4.847
8 O 0.013 1.882 2.829
9 H -0.147 2.497 3.546
10 H 0.820 2.195 2.420
11 O -2.119 -2.282 2.388
12 H -2.233 -2.884 3.123
13 H -2.003 -2.851 1.627
14 C -0.685 3.539 -2.271
15 C -0.531 2.085 -1.823
16 C -1.701 1.177 -2.098
17 O 0.509 1.596 -2.624
18 H -1.506 4.081 -1.801
19 H -0.722 3.614 -3.358
20 H 0.201 4.115 -2.006
21 H -0.194 2.224 -0.795
22 H -1.421 0.185 -1.744
23 H -1.978 1.211 -3.152
24 H -2.512 1.443 -1.419
25 H 0.164 1.504 -3.515
26 C 1.496 -1.716 -0.410
27 C 2.042 -2.619 -1.450
28 C 3.217 -1.931 -2.179
29 O 2.473 -3.824 -0.847
30 H 0.712 -2.182 0.186
31 H 1.127 -0.762 -0.788
32 H 2.312 -1.468 0.269
33 H 1.292 -2.892 -2.191
34 H 4.088 -1.808 -1.535
35 H 2.813 -1.038 -2.656
36 H 3.513 -2.550 -3.026
37 H 3.142 -3.565 -0.209

Computed properties:
Highest occupied orbital energy (alpha / beta) = -10.0049 / -10.0048 eV
Kohn-Sham gap (alpha / beta) = 8.94 / 7.06 eV
2S+1 = 2
LUMO energy (alpha / beta) = -1.06 / -2.94 eV
Expectation value of S² = 0.76
Maximum force = 0.0955 hartree/bohr

These are the natural (NBO) partial charges, in e, on atoms 1 to 8: -0.475, 1.436, -0.456, 0.896, -0.346, -0.588, -0.685, -0.905